No. 1
44
Properties=species:S:1:pos:R:3 method="wB97M-V/def2-TZVPD" e_homo_ha=-0.543 total_charge=+2 e_lumo_ev=-9.25
Re -0.978 -0.478 3.301
S 1.177 -3.466 6.368
Sb -0.947 -3.234 6.066
S -1.015 -2.605 3.275
S -0.685 0.330 5.160
S -3.056 -3.150 6.517
F -3.808 -0.024 4.504
B -3.219 -0.255 3.366
F -3.860 -0.269 2.236
F 0.534 -0.648 -3.192
C -0.409 -1.401 -2.608
C -0.778 -1.073 -1.314
C -1.752 -1.836 -0.703
F -2.143 -1.548 0.552
C -2.346 -2.898 -1.355
F -3.272 -3.626 -0.751
C -1.961 -3.202 -2.655
F -2.526 -4.210 -3.279
C -0.983 -2.451 -3.298
F -0.622 -2.743 -4.530
Ge 0.197 0.425 -0.639
S -0.479 0.916 1.762
C 2.031 0.089 -0.217
C 3.071 0.805 -0.803
F 2.808 1.755 -1.693
C 4.394 0.526 -0.508
F 5.372 1.199 -1.079
C 4.690 -0.485 0.400
F 5.941 -0.753 0.694
C 3.674 -1.224 0.990
F 3.960 -2.190 1.851
C 2.368 -0.932 0.661
F 1.387 -1.662 1.227
C -0.273 2.149 -1.281
C -1.169 2.337 -2.332
F -1.770 1.293 -2.897
C -1.450 3.599 -2.821
F -2.294 3.763 -3.821
C -0.837 4.704 -2.243
F -1.101 5.905 -2.695
C 0.049 4.550 -1.180
F 0.613 5.608 -0.630
C 0.315 3.279 -0.719
F 1.151 3.131 0.315



No. 2
22
Properties=species:S:1:pos:R:3 method="wB97M-V/def2-TZVPD" e_homo_ha="-0.656 / -0.656" de_lowest_ev=3.977 smiles="C/[NH+]=C1/NC#C[C@](C)([NH3+])N1" total_charge=+2 e_lumo_ev="-8.79 / -8.79"
C 0.743 -2.712 -0.129
N 1.700 -1.686 -0.428
C 1.545 -0.358 -0.430
N 2.591 0.416 -0.670
C 2.198 1.671 -0.551
C 1.092 2.161 -0.284
C -0.198 1.546 0.101
C -1.642 1.729 -0.741
N -0.707 1.885 1.530
N 0.264 0.097 0.001
H -0.033 -2.961 -0.951
H 0.153 -2.372 0.791
H 1.307 -3.676 0.214
H 2.543 -1.982 -0.879
H 3.152 0.063 -1.414
H -2.026 2.808 -0.619
H -2.226 0.997 -0.299
H -1.397 1.462 -1.737
H -0.573 2.956 1.660
H -0.243 1.467 2.320
H -1.568 1.478 1.784
H -0.402 -0.647 -0.125



No. 3
48
Properties=species:S:1:pos:R:3 method="wB97M-V/def2-TZVPD" e_homo_ha=-0.351 total_charge=+1 e_lumo_ev=-3.61
N 1.553 -0.982 -2.555
C 1.850 -2.388 -2.994
C 2.790 -3.121 -1.872
N 3.795 -2.101 -1.441
C 3.939 -1.355 -0.250
N 5.090 -0.501 -0.469
C 5.523 -0.803 -1.792
N 6.541 -0.335 -2.534
N 4.707 -1.819 -2.405
H 2.326 -0.350 -2.788
H 1.392 -0.972 -1.539
H 0.880 -2.943 -3.179
H 2.515 -2.294 -3.921
H 2.181 -3.504 -0.986
H 3.306 -4.048 -2.314
H 3.262 -1.453 0.648
H 7.364 0.118 -2.131
H 6.559 -0.486 -3.552
H 4.732 -2.273 -3.321
O -0.299 0.373 0.810
P -1.739 0.358 1.363
N -2.510 0.503 -0.138
C -2.479 1.632 -1.042
C -2.581 -0.755 -0.892
N -1.542 1.784 2.309
C -1.804 3.144 1.881
C -0.341 1.792 3.146
N -3.400 0.309 1.995
C -4.423 1.323 1.890
C -3.490 -0.382 3.281
H -3.407 1.656 -1.623
H -1.633 1.596 -1.736
H -2.439 2.589 -0.529
H -3.410 -1.364 -0.528
H -1.659 -1.337 -0.776
H -2.722 -0.604 -1.962
H -2.755 3.256 1.363
H -1.009 3.546 1.242
H -1.901 3.791 2.760
H 0.543 2.118 2.582
H -0.136 0.796 3.544
H -0.467 2.458 4.005
H -4.310 2.103 2.652
H -5.411 0.871 2.030
H -4.454 1.792 0.906
H -3.191 0.271 4.111
H -2.833 -1.258 3.287
H -4.503 -0.748 3.468



No. 4
11
Properties=species:S:1:pos:R:3 method="wB97M-V/def2-TZVPD" e_homo_ha=-0.350 de_lowest_ev=2.657 total_charge=0 e_lumo_ev=-0.48
C 1.348 -0.839 0.031
C -0.074 -0.650 -0.046
C -0.956 0.650 0.019
C -2.275 1.022 0.065
C -3.147 -0.119 -0.023
N -3.797 -1.067 -0.046
H 1.737 -1.800 -0.014
H 1.934 0.098 -0.110
H -0.709 -1.498 0.048
H -0.282 1.437 -0.084
H -2.775 1.965 0.245



No. 5
9
Properties=species:S:1:pos:R:3 method="wB97M-V/def2-TZVPD" e_homo_ha=-0.306 de_lowest_ev=1.946 smiles="N/C(=N/F)NF" total_charge=0 e_lumo_ev=0.60
N -0.143 -1.339 0.177
C -0.087 -0.047 -0.164
N -0.517 0.173 -1.629
F -0.323 1.534 -1.906
N 0.203 0.942 0.692
F 0.866 0.529 1.867
H -0.544 -1.950 -0.516
H -0.113 -1.620 1.141
H 0.659 1.778 0.338



No. 6
108
Properties=species:S:1:pos:R:3 method="wB97M-V/def2-TZVPD" e_homo_ha=-0.201 de_lowest_ev=0.224 total_charge=-1 e_lumo_ev=2.28
Zr -0.445 -0.071 0.082
C -0.049 4.313 1.493
C 1.193 3.840 0.795
C 2.423 4.386 1.162
C 3.572 4.117 0.443
C 3.487 3.327 -0.696
C 2.285 2.748 -1.074
C 2.192 1.982 -2.364
C 1.146 2.948 -0.281
N -0.035 2.219 -0.597
C -1.031 2.920 -1.146
O -1.098 4.124 -1.407
C -2.193 2.035 -1.547
C -3.409 2.484 -2.035
C -4.359 1.537 -2.397
C -4.068 0.177 -2.322
C -2.815 -0.180 -1.866
N -1.942 0.736 -1.468
C -2.258 -1.597 -1.897
O -2.986 -2.510 -2.281
N -0.958 -1.629 -1.553
C -0.214 -2.735 -2.060
C 0.354 -2.548 -3.330
C 0.166 -1.245 -4.054
C 1.091 -3.570 -3.909
C 1.269 -4.777 -3.248
C 0.704 -4.953 -1.999
C -0.040 -3.944 -1.386
C -0.628 -4.202 -0.032
H 0.136 4.494 2.553
H -0.873 3.615 1.388
H -0.381 5.247 1.036
H 2.460 5.051 2.019
H 4.520 4.547 0.742
H 4.368 3.154 -1.305
H 3.173 1.910 -2.836
H 1.516 2.491 -3.056
H 1.811 0.975 -2.211
H -3.573 3.549 -2.116
H -5.327 1.861 -2.761
H -4.760 -0.596 -2.623
H 0.444 -0.394 -3.428
H -0.880 -1.095 -4.336
H 0.770 -1.221 -4.962
H 1.536 -3.412 -4.885
H 1.850 -5.570 -3.703
H 0.839 -5.891 -1.471
H -1.335 -5.035 -0.080
H -1.132 -3.324 0.350
H 0.159 -4.462 0.679
O 2.387 2.079 5.183
C 1.669 1.519 4.174
C 2.256 0.620 3.278
C 1.446 0.085 2.303
N 0.184 0.480 2.191
C -0.374 1.353 3.004
C 0.328 1.883 4.067
C -1.780 1.700 2.551
O -2.576 2.220 3.320
O -1.987 1.371 1.324
C 1.723 -0.815 1.050
O 1.589 0.093 0.001
O 0.605 -1.640 0.915
H 3.298 1.771 5.125
H 3.302 0.349 3.354
H -0.126 2.583 4.751
C 5.988 -2.119 5.047
C 4.681 -2.358 4.337
C 3.669 -3.094 4.948
C 2.464 -3.315 4.295
C 1.371 -4.118 4.952
C 2.277 -2.811 3.013
C 3.272 -2.068 2.378
C 4.467 -1.838 3.070
N 3.015 -1.464 1.135
C 3.938 -1.615 -0.034
C 3.187 -1.978 -1.317
C 4.724 -0.318 -0.243
C 4.911 -2.782 0.181
H 5.833 -1.958 6.115
H 6.504 -1.248 4.641
H 6.656 -2.976 4.939
H 3.818 -3.481 5.951
H 1.532 -5.189 4.807
H 0.398 -3.870 4.530
H 1.336 -3.934 6.027
H 1.340 -2.969 2.494
H 5.219 -1.197 2.628
H 2.486 -1.212 -1.618
H 2.647 -2.915 -1.197
H 3.920 -2.105 -2.119
H 4.040 0.514 -0.398
H 5.381 -0.404 -1.113
H 5.343 -0.094 0.630
H 4.379 -3.684 0.486
H 5.690 -2.579 0.911
H 5.401 -2.985 -0.773
C -3.696 -3.706 1.152
N -4.287 -2.390 1.298
C -3.543 -1.261 1.131
N -4.238 -0.103 1.081
O -2.305 -1.319 1.015
H -4.402 -4.445 1.529
H -2.792 -3.757 1.753
H -3.439 -3.927 0.114
H -5.255 -2.298 1.042
H -5.152 -0.074 1.497
H -3.656 0.741 1.115



M / g/mol: 1090.89; 140.19; 307.36; 79.10; 95.05; 894.13
Max |F| / eV Å⁻¹: 0.5; 5.7; 7.4; 7.2; 6.9; 1.5